ORCA calculation (ωB97M-V/def2-TZVPD) on an isolated ion of composition C3H6NO2S2 and charge -1.

* HOMO energy: -4.31 eV
* energy: -30465.981 eV
* energy relative to the best compared isomer or geometry (same formula, charge and spin): 0.0 kJ/mol

ORCA input file:
```
! RIJCOSX wB97M-V def2-TZVPD def2/J DEFGRID3
* xyz -1 1
N 1.31545 1.28713 0.31715
C 0.11075 0.51373 0.59797
C -0.17195 -0.45157 -0.53132
S -0.78658 0.48384 -1.97068
S -1.05774 -0.96068 -3.38530
C 0.14176 -0.28918 1.95562
O -0.79250 -1.10249 2.12794
O 1.03639 0.06267 2.75814
H 1.30267 2.09975 0.92056
H 2.08754 0.74949 0.69518
H -0.73909 1.17868 0.70468
H -0.88543 -1.21780 -0.24234
H 0.73106 -0.94706 -0.86201
H -2.29231 -1.40651 -3.08557
*
```


ORCA calculation (ωB97M-V/def2-TZVPD) on a 2-piece molecular cluster, C3H6NO3S overall in a non-equilibrium geometry.

* HOMO energy: -4.77 eV
* energy: -21675.829 eV
* energy relative to the best compared isomer or geometry (same formula, charge and spin): 298.3 kJ/mol

ORCA input file:
```
! RIJCOSX wB97M-V def2-TZVPD def2/J DEFGRID3
* xyz -1 1
C 1.18282 -1.57457 -1.62176
C 0.82829 1.24850 0.59240
C -0.06602 0.03410 1.10439
N 1.89040 -1.23313 -0.83563
O -1.81226 -1.65812 -0.34126
O -1.33645 0.48286 -1.50517
O -2.62205 0.53594 0.43573
S -1.59475 -0.21360 -0.19326
H -0.38650 0.52716 1.95813
H 0.67651 -1.86906 -2.51875
H 1.55175 0.90183 -0.06515
H 1.22267 1.93483 1.36607
H 0.02188 1.83878 0.16788
H 0.44371 -0.95552 1.45639
*
```


ORCA calculation (ωB97M-V/def2-TZVPD) on a 2-piece molecular cluster, C3H6NO4 overall in a non-equilibrium geometry.

* HOMO energy: -5.35 eV
* energy: -12891.343 eV
* energy relative to the best compared isomer or geometry (same formula, charge and spin): 70.2 kJ/mol

ORCA input file:
```
! RIJCOSX wB97M-V def2-TZVPD def2/J DEFGRID3
* xyz -1 1
O 0.01542 -0.42254 1.49847
C -0.32891 0.00897 0.36137
N -0.65629 1.31787 0.09781
C -1.30469 1.93424 -1.14850
O -1.59404 1.09713 -2.02119
O -1.43315 3.13380 -0.99998
C -0.08295 -0.86350 -0.83662
H -0.74876 1.89152 0.91853
H 0.54612 -0.42004 -1.62877
H -1.03489 -1.05204 -1.45360
H 0.32795 -1.86977 -0.57442
H 2.82183 -1.38773 2.13888
H 1.32137 -1.40484 1.84353
O 2.15099 -1.96306 1.80451
*
```


ORCA calculation (ωB97M-V/def2-TZVPD) on a 2-piece molecular cluster, C3H6NO6P overall in a non-equilibrium geometry.

* HOMO energy: 0.62 eV
* energy: -26273.097 eV
* energy relative to the best compared isomer or geometry (same formula, charge and spin): 281.1 kJ/mol

ORCA input file:
```
! RIJCOSX wB97M-V def2-TZVPD def2/J DEFGRID3
* xyz -2 1
C -3.26474 -0.76830 -0.28023
C -1.98701 -0.43169 0.08942
C 1.32586 0.12033 -0.46418
N 0.78200 1.24809 -0.50846
O -4.31464 0.20908 -0.05058
O 3.50863 -1.67048 -0.23811
O 3.12010 0.11802 1.56794
O -3.56084 -1.89562 -0.78180
O 3.93807 0.76750 -0.77924
O -1.82418 0.96749 0.41065
P 3.12520 -0.23941 -0.04826
H -1.16020 -1.11722 0.10873
H 0.78840 -0.71466 -1.05020
H 1.29698 1.90965 0.26689
H 3.28182 -0.81000 1.87213
H -3.82831 1.09204 0.12891
H -1.22713 1.21520 -0.24359
*
```


ORCA calculation (ωB97M-V/def2-TZVPD) on an isolated ion of composition C3H6NOS and charge -1 in a non-equilibrium geometry.

* HOMO energy: -2.95 eV
* energy: -17582.213 eV
* energy relative to the best compared isomer or geometry (same formula, charge and spin): 82.3 kJ/mol

ORCA input file:
```
! RIJCOSX wB97M-V def2-TZVPD def2/J DEFGRID3
* xyz -1 1
N -1.55195 -0.46194 -0.28204
C -0.52025 -1.11413 0.39318
O -0.74770 -1.92229 1.27643
C 0.85314 -0.40396 0.18083
C 0.77827 1.08829 -0.05953
S 0.39347 1.58604 -1.81656
H -2.52427 -0.74494 0.14338
H -1.35844 0.20247 -1.12043
H 1.55959 -0.76164 1.04922
H 1.41209 -0.64430 -0.72499
H 1.65810 1.58124 0.38718
H 0.04796 1.59515 0.57333
*
```


ORCA calculation (ωB97M-V/def2-TZVPD) on C3H6NOS as an isolated structure in a non-equilibrium geometry.

* HOMO energy (alpha / beta): -13.66 / -13.66 eV
* energy: -17570.933 eV
* energy relative to the best compared isomer or geometry (same formula, charge and spin): 239.9 kJ/mol

ORCA input file:
```
! RIJCOSX wB97M-V def2-TZVPD def2/J DEFGRID3
* xyz 1 1
C 0.09290 -0.01908 0.84722
C 1.36388 0.54339 0.69941
C -1.35820 -0.09054 -0.43046
N -0.37358 -1.04960 -0.00562
O -1.12287 0.54191 -1.55835
S 2.76397 0.23333 -0.29049
H -0.39185 0.26286 1.78892
H 1.66344 1.30766 1.30389
H -2.38162 -0.10568 0.05134
H 2.41805 -0.83210 -0.80806
H -0.79550 -1.82812 0.31851
H -1.87863 1.03595 -1.91630
*
```